Entry 1:
# C7H13NOS2

The molecule C7H13NOS2 at a distorted geometry (wB97M-V/def2-TZVPD, the OMol25 dataset).

Structure (XYZ):
```
24
Properties=species:S:1:pos:R:3
C -2.331 0.606 -2.659
C -1.463 0.077 -0.147
C -0.004 0.383 -0.448
C 0.738 0.995 0.775
C 0.826 0.040 1.988
C 1.458 -1.309 1.713
C 3.558 -0.673 0.404
H -2.781 0.183 -3.599
H -2.929 1.422 -2.259
H -1.302 0.934 -2.892
H -2.063 0.933 0.132
H -1.549 -0.681 0.661
H 0.481 -0.551 -0.803
H 0.051 1.103 -1.279
H 0.260 1.918 1.031
H 1.751 1.263 0.462
H -0.167 -0.133 2.413
H 1.370 0.552 2.793
H 0.794 -1.886 1.083
H 1.642 -1.853 2.647
N 2.768 -1.227 1.103
O -3.605 -1.238 -1.125
S -2.212 -0.801 -1.528
S 4.711 -0.058 -0.468
```

As for the total charge: 0. As for the lowest unoccupied orbital energy: 0.6 eV. Its energy above the lowest of the compared OMol25 structures with the same formula, charge and spin is 10.0 kcal/mol. The molar mass is 191.32 g/mol. As for the HOMO-LUMO gap: 9.671 eV. The HOMO energy comes out at -9.0 eV.

Entry 2:
# C3H13NO3

A cluster of 3 separate species, C3H13NO3 in total at a distorted geometry (wB97M-V/def2-TZVPD, the OMol25 dataset).

Structure (XYZ):
```
20
Properties=species:S:1:pos:R:3
C 2.262 0.678 -1.562
C 2.574 -0.375 -0.509
N 1.819 -0.221 0.721
C 0.393 -0.298 0.521
O -0.252 -0.338 1.777
H 2.710 0.403 -2.522
H 2.725 1.622 -1.327
H 1.207 0.776 -1.784
H 2.457 -1.369 -0.961
H 3.647 -0.343 -0.306
H 2.026 -1.044 1.274
H 0.128 -1.224 -0.032
H -0.031 0.502 -0.090
H 0.373 0.087 2.384
O -1.309 2.471 0.516
H -1.775 3.225 0.914
H -1.745 1.688 0.873
O -6.068 -1.928 0.161
H -5.930 -2.816 -0.180
H -5.209 -1.495 0.134
```

As for the total charge: 0. As for the lowest unoccupied orbital energy: 0.6 eV. The SMILES is CCNCO.O.O. Its energy above the lowest of the compared OMol25 structures with the same formula, charge and spin is 23.2 kcal/mol. The molar mass is 111.14 g/mol. As for the HOMO-LUMO gap: 9.879 eV. The HOMO energy comes out at -9.3 eV.

Entry 3:
# C30H24BrGaN9

A structure of composition C30H24BrGaN9 at a distorted geometry (wB97M-V/def2-TZVPD, the OMol25 dataset).

Structure (XYZ):
```
65
Properties=species:S:1:pos:R:3
Ga 0.824 -0.842 -1.421
N -0.752 -4.788 0.284
C -1.843 -4.264 0.964
C -2.008 -3.008 0.497
N -1.089 -2.706 -0.478
C -0.365 -3.785 -0.589
C 0.900 -3.783 -1.357
N 1.577 -2.666 -1.632
C 2.728 -3.060 -2.344
C 2.724 -4.409 -2.450
N 1.595 -4.874 -1.854
H -0.104 -5.535 0.535
H -2.360 -4.758 1.788
H -2.754 -2.263 0.794
H 3.430 -2.350 -2.730
H 3.386 -5.013 -3.057
H 1.276 -5.843 -1.789
Br 7.491 2.396 -1.159
C 5.804 1.720 -1.502
C 5.459 1.761 -2.851
C 4.182 1.394 -3.193
C 3.259 0.874 -2.195
C 3.702 0.764 -0.876
C 4.927 1.365 -0.482
N 1.945 0.507 -2.474
C 1.295 0.981 -3.546
C 0.085 0.362 -3.904
C -0.629 0.647 -5.125
C -1.696 -0.122 -5.480
C -2.224 -1.020 -4.525
C -1.596 -1.200 -3.304
N -0.413 -0.587 -3.004
H 6.114 2.132 -3.614
H 3.734 1.578 -4.186
H 2.976 0.343 -0.137
H 5.178 1.478 0.553
H 1.618 1.890 -4.100
H -0.224 1.402 -5.773
H -2.210 0.032 -6.437
H -3.127 -1.556 -4.787
H -2.036 -1.777 -2.500
N -1.688 1.594 4.890
C -2.510 2.552 5.519
C -2.826 2.984 6.783
C -3.828 3.966 6.886
C -4.427 4.580 5.798
C -4.265 4.080 4.510
C -3.363 3.057 4.380
N -2.992 2.424 3.223
C -1.953 1.628 3.498
C -1.219 0.940 2.490
C 0.056 0.373 2.633
C 0.712 -0.071 1.496
N 0.128 -0.047 0.239
C -1.137 0.439 0.136
C -1.807 0.960 1.215
H -1.039 0.930 5.343
H -2.452 2.406 7.646
H -4.140 4.262 7.863
H -4.973 5.539 5.874
H -4.833 4.507 3.676
H 0.539 0.225 3.567
H 1.674 -0.595 1.519
H -1.687 0.413 -0.833
H -2.753 1.439 1.088
```

As for the total charge: +3. As for the lowest unoccupied orbital energy (spin up / spin down): -10.3 / -10.3 eV. The molar mass is 660.21 g/mol. As for the HOMO-LUMO gap (spin up / spin down): 4.152 / 4.154 eV. The HOMO energy (spin up / spin down) comes out at -14.4 / -14.4 eV.

Entry 4:
# C15H31FP2Tc

A structure of composition C15H31FP2Tc at a distorted geometry (wB97M-V/def2-TZVPD, the OMol25 dataset).

Structure (XYZ):
```
50
Properties=species:S:1:pos:R:3
P -0.251 -1.835 -1.086
P 0.173 2.069 -1.034
C -0.418 -0.522 -2.346
C 0.463 0.784 -2.295
H -1.485 -0.245 -2.425
H -0.181 -1.027 -3.291
H 1.535 0.508 -2.307
H 0.298 1.298 -3.253
C -1.411 2.860 -1.443
H -1.741 3.492 -0.623
H -2.186 2.129 -1.689
H -1.230 3.500 -2.346
C 1.400 3.321 -1.663
H 1.051 3.695 -2.634
H 2.388 2.825 -1.756
H 1.457 4.140 -0.922
C -1.477 -3.046 -1.675
H -1.495 -3.900 -0.985
H -1.174 -3.376 -2.681
H -2.464 -2.561 -1.712
C 1.360 -2.625 -1.474
H 2.181 -1.893 -1.524
H 1.261 -3.134 -2.432
H 1.596 -3.366 -0.683
Tc -0.785 -0.142 3.061
C 0.619 2.215 0.651
C -0.749 1.746 1.220
C -1.463 0.507 0.630
C -1.497 -0.956 1.242
C -0.341 -1.886 0.661
C 0.920 -1.306 1.282
C 1.604 -0.186 0.616
C 1.718 1.247 1.142
C 0.213 -1.486 4.291
H 0.833 3.242 0.912
H -1.434 2.530 1.549
H -1.144 0.366 -0.426
H -2.490 0.797 0.426
H -1.896 -1.297 2.371
H -2.439 -1.303 0.797
H -0.580 -2.906 0.933
H 1.529 -2.054 1.811
H 1.168 -0.110 -0.403
H 2.613 -0.565 0.384
H 1.733 1.227 2.257
H 2.686 1.627 0.816
H 0.788 -0.950 5.081
H 0.953 -2.175 3.846
H -0.490 -2.134 4.855
F -1.720 0.860 4.275
```

As for the total charge: +2. As for the lowest unoccupied orbital energy (spin up / spin down): -6.9 / -7.7 eV. Its energy above the lowest of the compared OMol25 structures with the same formula, charge and spin is 0.0 kcal/mol. The molar mass is 390.36 g/mol. As for the HOMO-LUMO gap (spin up / spin down): 6.885 / 6.323 eV. As for the spin multiplicity: 4. The HOMO energy (spin up / spin down) comes out at -13.7 / -14.0 eV.

Entry 5:
# C2H3N5O

The molecule C2H3N5O at a distorted geometry (wB97M-V/def2-TZVPD, the OMol25 dataset).

Structure (XYZ):
```
11
Properties=species:S:1:pos:R:3
H -2.230 2.047 0.126
N -1.770 0.985 -0.366
C -0.577 0.656 -0.122
C 0.591 1.421 0.359
N 1.635 0.798 -0.038
N 1.847 -0.591 -0.190
N 0.784 -1.268 -0.073
N -0.327 -0.743 0.132
O -1.434 -1.361 0.186
H 0.438 2.618 0.492
H -1.998 -0.500 0.216
```

As for the total charge: 0. As for the lowest unoccupied orbital energy: -0.3 eV. The SMILES is [H]/N=c1\cnnnn1O. Its energy above the lowest of the compared OMol25 structures with the same formula, charge and spin is 176.8 kcal/mol. The molar mass is 113.08 g/mol. As for the HOMO-LUMO gap: 9.346 eV. The HOMO energy comes out at -9.6 eV.

Entry 6:
# C20H30Cl4F3INO2Si

A structure of composition C20H30Cl4F3INO2Si at a distorted geometry (wB97M-V/def2-TZVPD, the OMol25 dataset).

Structure (XYZ):
```
62
Properties=species:S:1:pos:R:3
C 0.071 -4.053 2.827
O -0.952 -3.931 1.805
C -0.593 -2.841 0.920
C -1.533 -1.598 1.108
O -2.110 -1.392 2.391
C -0.534 -0.321 1.037
C -0.704 0.771 2.152
C -0.762 0.059 -0.504
C -0.083 1.388 -0.986
C 1.351 1.616 -0.360
C 2.352 0.560 -0.570
C 3.723 0.658 -0.092
C 4.108 1.886 0.628
C 3.121 2.934 0.861
C 1.735 2.817 0.367
C 0.739 3.996 0.626
C -2.256 -0.267 -0.889
I -3.426 1.472 -0.122
Si -2.729 -0.233 -2.740
C -2.106 1.360 -3.638
C -1.956 -1.675 -3.763
C -4.628 -0.213 -3.097
N -2.652 -1.348 0.090
C -3.443 -2.523 -0.323
F -3.611 -3.295 0.814
F -4.720 -2.195 -0.663
F -2.839 -3.328 -1.212
H -0.246 -4.728 3.657
H 0.996 -4.455 2.333
H 0.315 -3.053 3.284
H 0.487 -2.631 1.155
H -0.589 -3.278 -0.116
H -2.418 -2.248 2.755
H 0.563 -0.527 1.061
H -0.382 0.296 3.124
H 0.016 1.614 1.986
H -1.745 1.128 2.320
H -0.165 -0.740 -1.052
H 0.128 1.267 -2.086
H -0.662 2.313 -0.753
H 2.047 -0.360 -1.137
H 4.460 -0.155 -0.293
H 5.158 2.015 0.988
H 3.471 3.846 1.393
H 1.304 4.917 0.933
H 0.097 3.707 1.500
H 0.083 4.168 -0.259
H -2.836 1.689 -4.417
H -1.075 1.232 -4.057
H -2.069 2.170 -2.850
H -1.783 -1.262 -4.798
H -2.606 -2.580 -3.802
H -0.930 -1.872 -3.347
H -5.233 -0.027 -2.177
H -4.851 -1.250 -3.487
H -4.846 0.485 -3.939
H -3.336 -0.861 0.715
C 8.218 1.776 2.942
Cl 8.962 3.338 2.563
Cl 7.275 1.916 4.435
Cl 7.146 1.295 1.610
Cl 9.481 0.553 3.152
```

As for the total charge: +1. As for the lowest unoccupied orbital energy: -3.7 eV. The molar mass is 670.26 g/mol. As for the HOMO-LUMO gap: 7.680 eV. The HOMO energy comes out at -11.4 eV.